Molecular formula: CH2NO3S
Method: DFT, ωB97M-V/def2-TZVPD

Cartesian coordinates (Å):
C 4.270 -0.473 -0.080
N 3.246 0.067 0.162
O 0.889 1.067 0.631
O 5.298 -1.050 -0.151
O -1.093 -0.498 -0.067
S 2.012 1.125 -0.402
H -0.296 0.007 0.275
H -1.375 0.019 -0.823

## Properties
Gap between HOMO and LUMO in eV: 6.4
Charge: -1

Atom charges from the Mulliken analysis, given in e for atoms 1 to 6: number 1, C, carries 0.486; number 2, N, carries -0.185; number 3, O, carries -0.708; number 4, O, carries -0.568; number 5, O, carries -0.716; number 6, S, carries -0.004

---

Molecular formula: C6H14N2O2
Method: DFT, ωB97M-V/def2-TZVPD

Cartesian coordinates (Å):
C 2.303 -1.966 0.443
C -1.474 -2.110 -0.005
C 0.962 -1.868 -0.226
O 0.835 -1.691 -1.417
N -0.118 -2.112 0.599
H 3.093 -2.428 -0.140
H -0.188 -1.761 1.541
H -1.821 -3.146 -0.017
H 2.716 -1.011 0.784
H 2.279 -2.562 1.362
H -2.126 -1.437 0.535
H -1.388 -1.887 -1.063
C 1.247 1.514 -0.734
C -2.223 1.740 0.723
C -0.875 2.195 0.307
O -0.527 3.358 0.206
N -0.041 1.209 -0.157
H -0.151 0.237 0.072
H 1.025 1.869 -1.751
H 1.774 2.307 -0.210
H -2.926 2.572 0.715
H 1.887 0.660 -0.915
H -2.652 1.076 -0.032
H -2.258 1.256 1.698

## Properties
SMILES: CNC(C)=O.CNC(C)=O
Gap between HOMO and LUMO in eV: 10.0

Atom charges from the Mulliken analysis, given in e for atoms 1 to 6: number 1, C, carries -1.167; number 2, C, carries -0.874; number 3, C, carries 0.707; number 4, O, carries -0.553; number 5, N, carries -0.359; number 6, H, carries 0.335

---

Molecular formula: C3H6N2O3
Method: DFT, ωB97M-V/def2-TZVPD

Cartesian coordinates (Å):
C 0.262 -0.051 0.845
C -0.746 0.450 0.058
C 1.343 -0.797 0.185
N -0.661 1.158 -1.105
N 0.980 -1.094 -1.138
O 0.105 -0.153 2.222
O -2.010 0.556 0.595
O 2.473 -0.969 0.616
H -0.205 0.719 2.522
H -2.200 -0.302 1.013
H 0.284 1.420 -1.370
H -1.429 1.808 -1.243
H 1.738 -1.324 -1.768
H 0.067 -1.420 -1.432

## Properties
SMILES: NC(=O)/C(O)=C(\N)O
Gap between HOMO and LUMO in eV: 8.4

Atom charges from the Mulliken analysis, given in e for atoms 1 to 6: number 1, C, carries 0.428; number 2, C, carries 0.249; number 3, C, carries 0.267; number 4, N, carries -0.462; number 5, N, carries -0.430; number 6, O, carries -0.541

---

Molecular formula: C6H15N2P
Method: DFT, ωB97M-V/def2-TZVPD

Cartesian coordinates (Å):
C 0.465 0.864 1.179
C 1.511 -0.128 0.756
C -2.260 -1.838 -0.142
C 0.505 2.613 -0.419
C 1.748 -1.555 -1.086
C -2.347 -0.323 0.062
N -0.247 1.469 0.087
N 0.919 -1.048 -0.122
P -1.380 0.842 -1.009
H -0.237 0.312 1.813
H 0.903 1.729 1.597
H 2.373 0.483 0.249
H 1.719 -0.712 1.647
H -1.238 -2.154 -0.170
H -2.681 -2.452 0.629
H -2.764 -2.360 -1.102
H 1.218 2.994 0.282
H 1.065 2.410 -1.365
H -0.286 3.338 -0.752
H 2.765 -1.068 -1.202
H 1.985 -2.568 -1.062
H 1.058 -1.480 -2.092
H -2.114 -0.228 1.109
H -3.392 0.034 -0.235

## Properties
Gap between HOMO and LUMO (alpha / beta) in eV: 6.2 / 9.1

Atom charges from the Mulliken analysis, given in e for atoms 1 to 6: number 1, C, carries -0.915; number 2, C, carries -0.355; number 3, C, carries -0.977; number 4, C, carries -1.052; number 5, C, carries -1.004; number 6, C, carries -0.359

---

Molecular formula: C4H7NO
Method: DFT, ωB97M-V/def2-TZVPD

Cartesian coordinates (Å):
O 2.589 0.018 -0.572
N 1.824 0.222 0.569
C 0.772 0.876 0.469
C -0.590 -0.913 -0.551
C -1.520 0.122 0.097
C -0.513 1.137 0.652
H 3.416 -0.325 -0.201
H -0.861 -1.468 -1.440
H -0.219 -1.564 0.247
H -2.277 0.554 -0.581
H -2.111 -0.280 0.937
H 0.269 -0.320 -0.948
H -0.778 1.941 1.322

## Properties
SMILES: CCC=C=NO
Gap between HOMO and LUMO in eV: 9.6

Atom charges from the Mulliken analysis, given in e for atoms 1 to 6: number 1, O, carries -0.326; number 2, N, carries -0.424; number 3, C, carries 0.226; number 4, C, carries -0.898; number 5, C, carries -0.296; number 6, C, carries -0.336

---

Molecular formula: C2H6NO5
Method: DFT, ωB97M-V/def2-TZVPD

Cartesian coordinates (Å):
O 1.519 -1.196 -1.050
C 1.207 -2.004 -0.209
N 0.251 -1.960 0.780
C -1.173 -1.575 0.797
O -1.530 -0.810 -0.109
O -1.761 -2.063 1.767
H 1.776 -2.971 -0.124
H 0.627 -2.232 1.660
H 1.908 3.126 -1.664
H 1.194 3.007 -0.279
O 1.876 3.476 -0.762
H -2.273 1.276 -0.779
H -1.665 1.788 0.421
O -1.956 2.139 -0.449

## Properties
Gap between HOMO and LUMO in eV: 8.7
Charge: -1

Atom charges from the Mulliken analysis, given in e for atoms 1 to 6: number 1, O, carries -0.492; number 2, C, carries -0.001; number 3, N, carries -0.104; number 4, C, carries 0.491; number 5, O, carries -0.678; number 6, O, carries -0.718

---

Computed relative energy (zero: lowest compared OMol25 entry of this formula, charge and spin) (kcal per mole) in order:
17.55; 24.83; 49.27; 68.77; 105.32; 37.59